This record from OMol25 describes C45H50As2BF6HfN2S4 as an isolated structure. The level of theory is wB97M-V/def2-TZVPD.

Computed properties:
- LUMO level (spin up / spin down) (eV) = -0.22 / -0.43
- ΔE to the lowest compared entry with this formula, charge and spin (kJ/mol) = 0.0
- spin multiplicity = 2
- charge = 0
- strongest force on any atom (eV/A) = 3.6

Cartesian coordinates (Å):
Hf1 -0.040510 0.246861 -1.926322
As1 -1.066869 2.110604 -3.527615
As2 3.214462 0.599939 -2.770912
S1 -0.077826 -4.225053 -0.033283
S2 -0.958502 -2.251703 -2.024085
S3 1.066051 -1.451259 -0.122562
S4 -1.099855 1.816698 -0.399213
F1 1.786470 1.357316 -1.721614
F2 1.848805 -0.537515 -3.072378
F3 2.652935 1.646725 -4.068451
F4 4.390027 1.745962 -2.251995
F5 4.228705 -0.373810 -3.804374
F6 3.565671 -0.225813 -1.321232
N1 1.876059 -0.553710 2.430840
N2 -0.058485 -1.851110 2.653506
C1 1.278716 3.592390 1.112039
C2 -2.076064 3.177717 -1.097642
C3 -3.596021 5.041217 -0.910855
C4 -0.288908 -5.023815 5.170235
C5 -2.603485 -4.460329 3.328263
C6 0.080247 3.303399 -5.808832
C7 -1.088409 2.816647 -5.306437
C8 -4.265021 -0.705972 -2.896082
C9 2.904151 0.222093 1.868532
C10 -3.590719 -0.216926 0.817760
C11 4.164163 -1.977388 1.985449
C12 -1.326043 -3.880598 3.197509
C13 1.741172 2.904224 3.402910
C14 -4.002974 -1.664060 -3.899757
C15 -2.902001 3.967833 -0.317418
C16 5.043000 1.505543 0.688593
C17 -3.668977 -2.470989 2.531808
C18 -2.330848 0.563688 -3.543972
C19 4.152972 -0.484574 1.670459
C20 1.583002 2.421524 1.942702
C21 2.803752 1.577103 1.590464
C22 -1.283116 -2.600402 2.668055
C23 -0.045563 -2.778403 -0.697832
C24 3.864967 2.227558 0.955372
C25 -2.714065 4.483738 -3.051650
C26 -2.168530 0.412956 2.856031
C27 -2.899090 -1.484046 -4.769636
C28 0.440566 -1.364268 3.915961
C29 -2.159366 2.612760 -6.186637
C30 -0.841620 3.393776 -8.009223
C31 -2.018374 3.375505 -2.496604
C32 -1.990610 2.867746 -7.512009
C33 -2.102299 -0.376318 -4.621201
C34 -0.209536 -4.746345 3.703188
C35 1.202198 -4.524197 3.385253
C36 4.831612 -2.740038 0.748554
C37 1.525615 -0.550719 3.762838
C38 -2.420653 -1.926318 2.206181
C39 -2.310850 -0.547449 1.644041
C40 5.178990 0.176281 1.040612
C41 -3.536033 5.265091 -2.232323
C42 4.924698 -2.403269 3.287454
C43 -3.762174 -3.761541 3.064527
C44 0.204459 3.690818 -7.158206
C45 -3.384939 0.383532 -2.726329
B1 0.920759 -1.300130 1.744365
H1 -3.854129 -1.105863 0.110994
H2 -4.200321 5.707997 -0.293783
H3 5.032892 -3.512009 3.325509
H4 5.873524 -1.978227 3.172329
H5 4.488279 -2.245679 -0.143392
H6 -1.059387 0.574567 3.075097
H7 -3.932469 6.183551 -2.632379
H8 1.591330 2.145023 4.218490
H9 0.306034 -5.874480 5.444223
H10 3.769085 3.245000 0.594538
H11 -4.551476 -1.989363 2.259598
H12 -4.585767 -0.067308 1.322947
H13 -1.189312 -0.353145 -5.283162
H14 0.779545 1.692860 1.883545
H15 1.066242 4.177734 -7.557488
H16 -0.147508 -1.665355 4.809211
H17 5.845996 1.971240 0.115879
H18 -5.139137 -0.787943 -2.247084
H19 0.333383 4.141575 1.278293
H20 1.410667 -4.348754 2.370168
H21 6.055449 -0.327693 0.699354
H22 3.162099 -2.366733 2.026550
H23 0.875586 3.467163 -5.080990
H24 -2.637203 -5.408891 3.758946
H25 2.768231 3.284090 3.479900
H26 4.597491 -3.784621 0.747061
H27 -3.296253 0.619801 0.229815
H28 -3.054727 2.146439 -5.797738
H29 -2.677785 -2.323967 -5.479497
H30 1.980692 4.382336 1.187530
H31 4.427869 -1.924836 4.143178
H32 0.078914 -4.133121 5.654796
H33 5.889651 -2.841318 0.786530
H34 -4.609570 -2.579055 -3.903554
H35 1.889702 -5.281950 3.756682
H36 -1.303424 -5.127304 5.539921
H37 -3.538613 1.129119 -1.960692
H38 -2.933996 3.813010 0.746547
H39 -0.494158 -5.677247 3.206298
H40 -2.649012 0.040124 3.760845
H41 -2.717982 4.638423 -4.149444
H42 0.971398 3.676404 3.649943
H43 -1.460249 -0.399765 1.030966
H44 1.561806 -3.608426 3.907797
H45 -0.729838 3.592083 -9.082036
H46 2.116997 -0.001305 4.508955
H47 -4.674742 -4.216930 3.363007
H48 -2.654440 1.340720 2.601375
H49 1.363876 3.337899 0.022181
H50 -2.731127 2.574975 -8.264555

Forces on the atoms, in the same order (eV/Å):
Hf -0.0231 -0.8348 0.0190
As -0.0394 -0.3388 0.1234
As 0.5087 0.2477 -0.4879
S 0.0537 -0.8839 0.4079
S -0.2650 0.9744 -0.7143
S 0.0170 -0.0953 0.1464
S -0.6118 0.6050 0.3909
F 0.6701 0.1818 -0.4057
F 0.0786 0.1267 -0.2971
F 0.4007 -0.9490 1.0603
F -0.6333 0.0130 -0.7954
F -0.8116 1.0222 0.9301
F -0.0983 -0.6127 -0.4101
N -0.8699 1.0322 -0.0538
N 2.3044 1.1113 1.0682
C -0.3321 0.8590 -2.9216
C 0.4344 -0.9929 -0.8810
C -0.1835 -0.7983 2.3941
C -0.8414 0.8053 0.7562
C 0.5299 1.7185 -0.2830
C 1.4089 1.3456 -0.1339
C -1.0700 -0.8947 -0.6701
C 0.4202 -0.3087 -0.6848
C 2.7841 -0.6245 0.2141
C -0.6566 -2.2174 -0.6899
C 1.9749 -1.3420 -1.1488
C -0.8644 0.5045 0.0725
C -0.5883 -0.2255 0.9773
C 0.0603 0.7497 0.9919
C 0.0956 0.6646 -0.3421
C -0.5706 1.0543 -0.2415
C 1.4312 -1.4409 -0.3847
C 1.9405 -0.3871 -3.0400
C -2.1722 -0.1457 0.3935
C -0.2184 -1.8292 1.8823
C -0.2555 1.3466 -0.6710
C 0.6040 0.2781 -0.4899
C 0.3510 0.7047 0.4452
C 1.2114 -1.2657 -0.1261
C -0.0109 -1.4674 -0.2719
C 1.4702 0.1589 -0.2079
C -0.9398 -1.3794 0.2691
C -0.9974 -0.1919 0.3443
C 0.0002 -0.5788 1.2961
C 1.5122 0.9301 -0.7524
C -1.3525 1.9588 0.3603
C -1.6422 -0.7806 -1.3783
C 1.3585 0.0996 0.1684
C -1.0149 -1.9018 -0.6989
C 2.0206 2.0051 0.9228
C -1.0465 0.6033 1.3093
C -0.5943 -0.8376 1.2310
C -0.3986 -0.7701 0.8377
C -2.6472 0.0347 1.4880
C -0.1189 0.4232 0.0646
C 1.2751 0.7266 -2.0344
C -1.8043 0.1125 -0.9797
C 1.2199 0.5484 0.0808
C -0.5620 -0.5239 0.7852
C -1.6535 -0.2125 0.7991
B -1.6926 -1.2320 -1.1881
H 0.7959 1.4505 0.8975
H 0.1874 -0.2641 -0.0091
H -0.3652 0.8504 0.2876
H 1.7231 0.5414 0.1972
H 0.0958 -0.1518 -0.5816
H -1.5606 0.0307 -0.1451
H -0.4902 -0.0508 -0.2157
H 0.3068 0.3427 -1.0401
H 0.2896 -0.3623 0.2018
H 0.0046 -0.0612 0.2277
H -1.2420 0.9046 -0.2869
H 1.3466 0.2709 0.1230
H -1.0311 0.5074 0.8221
H -0.6486 0.1501 0.0742
H 0.6243 0.0672 0.0977
H 0.7881 0.5118 -0.6575
H -0.2120 -0.0041 0.2107
H 0.3689 -0.1386 -0.1445
H 0.0643 -0.9453 0.1412
H 0.1549 0.0231 -1.4611
H 0.5147 -0.4548 0.1420
H -0.3377 0.0592 0.1047
H 0.2356 -0.0421 -0.4826
H -0.2465 -1.5495 0.5178
H -0.3573 0.2997 0.3131
H -0.9972 -0.6570 -0.0321
H -0.4055 0.8105 -0.5420
H -0.1928 0.0636 -0.1764
H -0.0626 1.2078 0.5632
H 1.2042 0.7619 0.5616
H 0.2087 -0.6171 0.0751
H 0.4353 0.2589 0.5934
H 1.2088 0.8852 0.0810
H 0.2507 0.4969 -0.3286
H -0.3643 -0.4751 -0.0242
H -0.1839 -0.3409 -0.0143
H -0.3272 -0.0708 0.2297
H -0.0810 -0.0799 0.2406
H 0.1823 -0.4027 -0.0561
H 0.0136 -0.1816 -0.0867
H 0.1992 0.0210 0.8360
H 0.7865 -0.2720 -0.3417
H 0.6714 -0.1508 -0.7532
H -0.1403 -0.3668 -0.2344
H -0.1408 -0.0870 0.4638
H -0.4616 -0.5038 -0.4538
H -0.8544 -0.1027 -0.1513
H 0.1269 0.6302 -0.0143
H -0.5022 0.1073 0.7893
H -0.1385 0.1965 0.5959

---

This record from OMol25 describes C45H50BrN4P2PtSTe as an isolated structure. The level of theory is wB97M-V/def2-TZVPD.

Computed properties:
- LUMO level (spin up / spin down) (eV) = -3.91 / -3.91
- ΔE to the lowest compared entry with this formula, charge and spin (kJ/mol) = 267.2
- charge = +1
- strongest force on any atom (eV/A) = 2.9

Cartesian coordinates (Å):
Pt1 -0.427246 0.983112 0.041293
Te1 4.001453 0.091046 0.361492
Br1 -2.739864 0.279901 -1.383552
S1 -1.177946 3.371956 0.069648
P1 1.093620 0.789791 1.871092
P2 0.966368 -0.887794 -0.437499
N1 -2.343837 -0.584569 1.169278
N2 -0.876527 4.000679 -2.503035
N3 -3.021774 3.582928 -1.766868
N4 5.705940 -3.919947 2.633804
C1 -1.190463 0.179270 5.152601
C2 1.243914 2.709901 -2.577881
C3 -3.606256 2.818410 -4.084332
C4 2.697234 3.064700 1.849640
C5 -1.194753 -4.009022 1.198561
C6 -3.718546 3.907697 -2.996332
C7 -0.140569 -2.304295 -0.113374
C8 -4.040162 -2.728176 3.742710
C9 3.000308 -1.881698 -3.846296
C10 4.451511 -1.898867 2.635401
C11 1.396293 2.340183 -4.051677
C12 -2.631118 -1.246022 2.280646
C13 0.094645 1.985944 -4.764218
C14 0.859817 -1.201776 3.877305
C15 3.672997 3.910597 2.344930
C16 -0.770002 -1.051687 5.636748
C17 -1.707882 3.634844 -1.533186
C18 -4.470019 -1.247280 0.290436
C19 -1.965106 -3.581412 -1.035131
C20 3.489378 -3.547487 -2.187306
C21 0.264551 -1.729752 5.010761
C22 -3.242363 -0.621720 0.205285
C23 -2.067109 -4.280771 0.157654
C24 2.022164 -0.476574 0.969328
C25 -0.596489 0.712728 4.023002
C26 -5.759219 1.560067 -3.566791
C27 2.180533 -1.225295 -2.944671
C28 -0.230503 -3.021486 1.069661
C29 3.659559 -3.037618 -3.466110
C30 -1.004565 -2.600287 -1.168774
C31 4.778766 -1.667720 1.308711
C32 4.266806 3.641924 3.567929
C33 2.031256 -1.720731 -1.659249
C34 6.035153 -3.687752 1.377993
C35 -3.807464 -1.968084 2.478284
C36 2.309465 1.944493 2.580685
C37 0.419381 0.016545 3.371437
C38 2.895440 1.687541 3.816634
C39 0.558248 4.059007 -2.344698
C40 4.931800 -3.045166 3.248418
C41 -4.971639 2.358585 -4.599593
C42 3.875802 2.534891 4.301271
C43 -4.749472 -1.940893 1.456073
C44 5.592584 -2.582164 0.663518
C45 2.678599 -2.892794 -1.280471
H1 -0.913811 -2.047439 -2.096161
H2 -5.692349 -2.456555 1.565506
H3 -2.819668 -5.045702 0.272708
H4 1.649484 -0.331439 -3.235625
H5 0.449691 -2.811359 1.882059
H6 -5.544672 3.234104 -4.908554
H7 -3.579048 3.299364 -0.976362
H8 0.949592 4.801956 -3.041934
H9 -5.174074 -1.202041 -0.523669
H10 2.581019 0.834143 4.400405
H11 1.672105 -1.723674 3.388878
H12 0.603573 -2.672898 5.414798
H13 -5.806154 2.087597 -2.615230
H14 3.970968 4.782016 1.781826
H15 3.841948 -1.190973 3.176643
H16 -1.989053 0.711092 5.648295
H17 2.213974 3.266916 0.901768
H18 -3.357410 4.869701 -3.374249
H19 -1.275822 -4.568186 2.119843
H20 -6.774760 1.387974 -3.917455
H21 0.311893 1.563591 -5.743900
H22 3.119312 -1.498318 -4.848065
H23 3.979670 -4.464714 -1.897395
H24 2.538606 -3.286411 -0.282533
H25 -1.249974 -1.487891 6.500032
H26 -2.640429 -3.796000 -1.850570
H27 -3.033828 3.197231 -4.932061
H28 6.676655 -4.424171 0.911790
H29 -3.068878 1.956943 -3.682878
H30 -3.970523 -2.057478 4.596026
H31 0.678483 1.931492 -2.033462
H32 -0.528320 2.861864 -4.927325
H33 -4.809660 1.733895 -5.479244
H34 4.683232 -3.265544 4.279844
H35 4.332835 2.331286 5.257497
H36 2.076310 1.490438 -4.126512
H37 5.031297 4.298488 3.953469
H38 0.751745 4.393496 -1.321534
H39 -1.254413 4.108578 -3.432323
H40 2.238969 2.760089 -2.133422
H41 -3.282710 -3.499526 3.874983
H42 5.877299 -2.446533 -0.367784
H43 4.305731 -3.545156 -4.166012
H44 -5.018738 -3.201857 3.742691
H45 -4.764352 4.041033 -2.723075
H46 1.876297 3.170456 -4.573246
H47 -0.922054 1.661867 3.615541
H48 -1.896258 -1.184086 3.065472
H49 -5.283995 0.596146 -3.396555
H50 -0.482428 1.258292 -4.194118

Forces on the atoms, in the same order (eV/Å):
Pt 0.6336 0.5788 -0.1392
Te -0.4371 -1.1039 0.7357
Br 0.4622 0.2911 -0.2831
S 0.2668 -0.5502 1.3063
P 1.1052 -1.8006 -1.7656
P 0.0560 -0.1780 2.8605
N -0.6009 0.0486 -0.3978
N -0.6923 -0.1607 -0.0857
N 0.1169 0.0582 0.2102
N 0.2845 -0.6580 0.2760
C -0.0890 0.0563 0.1025
C -0.1117 0.0417 -0.2118
C -0.1747 0.0986 -0.1274
C -0.1517 -0.0510 0.0812
C -0.0372 -0.0831 0.0356
C 0.1173 -0.1330 -0.3514
C -0.0034 -0.0130 -0.2449
C 0.0856 0.0428 0.0802
C 0.0524 -0.0244 -0.1353
C 0.0517 -0.0598 0.0307
C -0.0936 -0.0621 0.0853
C -0.3061 -0.1527 0.1671
C 0.2554 0.0222 -0.0330
C 0.1199 0.0884 -0.2310
C 0.0029 0.0342 -0.0970
C -0.0357 0.0404 -0.0100
C -0.5302 0.1989 -0.4184
C 0.0780 0.1178 -0.2839
C -0.0901 -0.0053 -0.0489
C -0.0240 0.0040 0.0308
C -0.0390 -0.0356 0.1037
C -0.0695 -0.3366 0.9002
C -0.0137 -0.0554 0.0861
C 0.2942 0.7631 -0.6272
C 0.1172 -0.0588 -0.0055
C 0.1088 0.1223 -0.2191
C -0.0347 -0.0447 0.0709
C 0.1836 0.0703 -0.1266
C 0.0387 0.0368 -0.0288
C 0.1703 -0.0446 0.1247
C 0.1876 0.4943 -0.2103
C 0.0088 -0.0087 -0.0168
C -0.4140 0.8538 -0.7362
C 0.0172 0.0612 -0.3145
C -0.1907 0.0752 -0.3095
C -0.6920 0.6333 -0.3931
C -0.6841 0.4487 -0.1475
C -0.2654 -0.1433 -0.0878
C 0.6920 -0.2089 0.2689
C -0.3341 0.4179 0.0856
C 0.1389 -0.1035 0.1368
C 0.0892 -0.0381 -0.0080
C 0.3382 0.1321 0.1446
C 0.0195 0.0892 0.0217
C -0.2442 0.0566 0.2599
H -0.0275 -0.0395 -0.0960
H -0.0709 -0.0503 0.0001
H -0.0845 -0.0917 0.0072
H -0.0112 0.0884 -0.0469
H 0.0448 0.0542 0.0147
H -0.0295 0.0217 -0.1247
H 0.1451 0.0303 0.0479
H -0.0700 0.0475 0.0446
H -0.0780 -0.0288 -0.1203
H 0.0204 -0.0114 0.0584
H -0.0106 -0.0234 -0.1369
H 0.0537 -0.0719 -0.0300
H -0.1208 -0.0005 0.1437
H 0.0182 0.0678 -0.0643
H -0.0557 0.0224 0.0911
H -0.0596 0.0563 0.0445
H 0.0068 0.0533 -0.0853
H -0.0642 -0.0110 0.0791
H 0.0451 -0.0573 0.0876
H -0.0519 -0.0496 0.0916
H -0.0943 -0.0373 -0.0478
H 0.0210 0.0561 -0.1047
H 0.0769 -0.0482 0.0467
H 0.0414 -0.0342 0.0549
H -0.0161 0.0112 0.1156
H -0.0389 -0.0491 -0.0855
H 0.1279 -0.0168 0.0000
H 0.0626 -0.0429 -0.0920
H 0.0780 0.0150 -0.0143
H -0.0432 0.0022 0.1620
H 0.2554 0.1976 -0.1379
H -0.1239 0.0713 -0.0760
H -0.0963 0.1054 -0.0949
H -0.0017 0.0278 0.0814
H 0.0387 -0.0342 0.0837
H 0.0691 0.0629 -0.0264
H 0.0631 0.0785 0.0343
H 0.0021 0.0582 -0.2464
H -0.0133 0.0505 0.0386
H 0.0290 -0.0214 0.1292
H 0.0439 -0.0721 0.0024
H 0.0510 -0.0047 -0.1450
H 0.0278 -0.0635 -0.0774
H -0.0248 -0.0075 0.0452
H 0.0437 0.1030 -0.0040
H 0.1151 -0.0011 -0.0616
H -0.1163 0.0793 0.0793
H 0.1637 -0.1444 0.1045
H 0.0101 -0.1088 0.0714
H -0.0848 -0.1018 0.0489

---

Molecular weight / g/mol: 1200.3 1143.5